Entry 1:
ORCA calculation (wB97M-V/def2-TZVPD) on the molecule C5H9NO at a distorted geometry.

Calculated values
E = -325.80751 hartree
Frontier orbital gap (alpha / beta) = 7.97 / 7.73 eV
LUMO (alpha / beta) = 0.010 / -0.140 eV

Element x y z (Å)
C 1.31360 0.70181 0.09403
C 0.22621 -0.33637 0.18865
C 0.65583 -1.56278 1.00496
C -1.35920 1.34138 -0.09892
N -1.26400 0.63235 -1.25553
C -0.68294 -0.64141 -0.91325
O -1.02353 -1.73295 -1.31869
H 2.28882 0.28092 -0.19206
H 1.42634 1.14139 1.08788
H 1.04025 1.50355 -0.59224
H 0.99678 -1.32300 2.01762
H 1.51387 -2.03661 0.50263
H -0.11309 -2.33597 1.06377
H -1.94471 0.96727 0.73857
H -1.38784 2.43655 -0.19456
H -1.68639 0.96385 -2.13287


Entry 2:
ORCA calculation (wB97M-V/def2-TZVPD) on a 3-piece molecular cluster, C12H26BCl2N2O4P overall at a distorted geometry.

Calculated values
E = -2169.82352 hartree
Structure (SMILES) = C/C(Cl)=C(\Cl)B(CCCO)[PH2]=O.CN(C)C=O.CN(C)C=O
Frontier orbital gap = 7.92 eV
LUMO = -0.964 eV

Element x y z (Å)
C 2.51247 0.25243 -0.92667
C 2.35082 -1.02172 -0.00146
Cl 3.23231 -2.51149 -0.59410
C 1.61870 -1.08076 1.17786
Cl 0.77370 0.44945 1.74934
B 1.41298 -2.37237 2.10751
C 1.62117 -2.43001 3.70775
C 2.29967 -1.13554 4.35585
C 3.49021 -1.65531 5.31873
O 4.68934 -1.76525 4.52238
P 0.81621 -4.03156 1.26939
O 0.34590 -3.85798 -0.18167
H 2.06341 1.18432 -0.48770
H 1.94393 0.02012 -1.88705
H 3.60808 0.36236 -1.20475
H 0.57707 -2.51953 4.17037
H 2.14316 -3.40757 3.95051
H 1.54335 -0.66702 5.06303
H 2.73678 -0.40942 3.61727
H 3.25408 -2.65599 5.78808
H 3.64818 -0.86556 6.11044
H 4.51298 -2.35580 3.77115
H -0.30936 -4.45263 2.07624
H 1.85832 -5.01187 1.42292
C -0.48742 -0.56334 -4.52756
N -0.80719 0.84157 -4.67952
C -0.35158 1.54218 -5.86533
C -1.52254 1.52438 -3.74301
O -1.82038 2.70616 -3.81765
H 0.59901 -0.68596 -4.52636
H -0.91459 -1.12106 -5.36488
H -0.89163 -0.95606 -3.59408
H 0.28949 2.37517 -5.56718
H -1.21550 1.94228 -6.40108
H 0.20363 0.86809 -6.51731
H -1.82077 0.89942 -2.87955
C -4.16860 4.01011 0.15832
N -3.58616 2.68554 0.09333
C -3.82159 1.75918 1.18474
C -2.82521 2.28253 -0.95921
O -2.31039 1.18258 -1.06855
H -3.79406 4.52314 1.04780
H -5.25607 3.92090 0.22135
H -3.90913 4.59313 -0.72558
H -2.86348 1.46481 1.61965
H -4.31744 0.86601 0.79793
H -4.44456 2.22161 1.94997
H -2.70732 3.05630 -1.73165


Entry 3:
ORCA calculation (wB97M-V/def2-TZVPD) on the molecule C2H2N2OS2 at a distorted geometry.

Calculated values
E = -1058.40708 hartree
Structure (SMILES) = O=C=CSNN=S
Frontier orbital gap (alpha / beta) = 7.91 / 7.91 eV
LUMO (alpha / beta) = -1.078 / -1.078 eV

Element x y z (Å)
O 1.88983 2.66679 0.24031
C 1.71221 1.60267 -0.26490
C 1.20268 0.46007 -0.66366
S 0.84908 -0.64069 0.76126
N -0.80592 -0.85317 0.74411
N -1.35294 -1.34855 -0.35071
S -2.96892 -1.22847 -0.27722
H 1.09391 0.08629 -1.63610
H -1.61992 -0.74494 1.44692


Entry 4:
ORCA calculation (wB97M-V/def2-TZVPD) on a 9-piece molecular cluster, C21H60O9 overall at a distorted geometry.

Calculated values
E = -1513.07779 hartree
Structure (SMILES) = CC(C)O.CC(C)O.CC(C)O.CC(C)O.CC(C)O.CC(C)O.CO.CO.CO
Frontier orbital gap = 9.87 eV
LUMO = 0.478 eV

Element x y z (Å)
C -1.29371 2.71563 -1.06687
C -0.11916 3.22204 -0.25424
C -0.28666 4.70233 0.07264
O -0.00212 2.56772 0.92904
H -1.06011 1.80686 -1.62156
H -1.56279 3.43027 -1.84467
H -2.21763 2.72182 -0.48857
H 0.85425 3.08444 -0.72499
H 0.57158 5.13167 0.58954
H -1.08715 4.88057 0.79065
H -0.47039 5.25898 -0.84632
H 0.73694 3.00007 1.36317
C -5.11775 1.34433 2.64742
C -4.71777 0.30330 1.50053
C -5.82794 0.29160 0.37975
O -3.44232 0.80922 1.07283
H -6.08276 1.15432 3.11727
H -5.36471 2.30287 2.19101
H -4.41907 1.45785 3.47632
H -4.50776 -0.70338 1.86190
H -5.32216 0.17812 -0.57911
H -6.33605 1.25523 0.34284
H -6.57469 -0.49567 0.48297
H -2.79346 0.63700 1.75907
C -1.03472 -1.17673 5.30442
C -1.88152 -1.46540 4.07143
C -3.33938 -1.71662 4.24968
O -1.79252 -0.51876 3.08059
H -0.88321 -2.08995 5.87989
H -1.57244 -0.44793 5.91089
H -0.15420 -0.65172 4.93409
H -1.39269 -2.21043 3.44368
H -3.82987 -2.03123 3.32851
H -3.73383 -0.78065 4.64527
H -3.57878 -2.30975 5.13227
H -0.89339 -0.22025 2.92547
C 1.10684 -0.15081 -0.77280
C 1.43537 -0.61365 0.69513
C 2.80824 -0.06049 1.20840
O 0.42597 -0.03605 1.45188
H 0.02706 -0.07399 -0.90043
H 1.32557 -0.97198 -1.45540
H 1.67136 0.74571 -1.02909
H 1.39226 -1.70099 0.63229
H 3.20819 -0.46557 2.13794
H 2.71952 1.02051 1.31647
H 3.42604 -0.40263 0.37813
H 0.11151 0.78395 1.06419
C -2.37361 -1.20824 -2.88019
C -2.56912 -0.49593 -4.29361
C -1.20388 -0.01285 -4.79043
O -3.06719 -1.49336 -5.25360
H -3.27309 -1.64873 -2.45005
H -2.10375 -0.43737 -2.15837
H -1.63096 -2.00036 -2.97568
H -3.25924 0.34526 -4.22850
H -0.72211 0.63198 -4.05545
H -1.19962 0.54360 -5.72770
H -0.47275 -0.78319 -5.03566
H -2.79084 -1.29107 -6.15044
C 2.53788 2.46576 -3.53865
C 3.37884 3.72055 -3.89084
C 4.73241 3.35114 -4.62619
O 2.79175 4.54442 -4.82786
H 3.05468 1.66066 -3.01633
H 2.10831 2.14397 -4.48736
H 1.61933 2.81162 -3.06457
H 3.57138 4.20656 -2.93438
H 5.31548 2.66155 -4.01579
H 5.37942 4.22503 -4.70234
H 4.62624 2.92160 -5.62235
H 2.69326 4.03311 -5.63437
C 4.03589 -2.46040 3.84805
O 4.45961 -3.51786 4.75218
H 3.62194 -2.95310 2.96828
H 3.25405 -1.89513 4.35528
H 4.81857 -1.78442 3.50373
H 5.10068 -4.15396 4.42660
C 4.46492 -3.79453 0.14218
O 5.64177 -3.26314 0.64894
H 3.88995 -4.08973 1.01989
H 3.77284 -3.06826 -0.28403
H 4.60576 -4.65381 -0.51351
H 6.09029 -3.85144 1.26078
C -0.27776 -3.91444 0.39952
O 1.01688 -4.46752 0.23488
H -0.90745 -4.72744 0.76092
H -0.33294 -3.11202 1.13517
H -0.53908 -3.58658 -0.60662
H 1.01329 -5.11372 -0.47505


Entry 5:
ORCA calculation (wB97M-V/def2-TZVPD) on C25H25F6N6O7S3V as an isolated structure at a distorted geometry.

Calculated values
E = -4560.80178 hartree
Frontier orbital gap (alpha / beta) = 6.06 / 7.29 eV
Spin multiplicity = 4
Total charge = -1
LUMO (alpha / beta) = 2.223 / 2.218 eV

Element x y z (Å)
V -0.33686 1.28265 -0.39420
C -0.15603 -0.85329 4.33231
N 1.08497 -0.64143 3.62450
C 2.28446 -1.25361 3.90960
C 3.16649 -0.87366 2.97667
N 2.51790 -0.00555 2.10537
C 1.20445 0.12881 2.50171
S -0.09263 1.02782 1.92058
C 3.10839 0.52480 0.94816
C 4.44776 0.26119 0.66335
C 5.00698 0.81410 -0.47108
C 4.22724 1.61752 -1.28623
C 2.90842 1.81682 -0.91478
N 2.35429 1.28524 0.16946
H -0.16574 -1.85845 4.75073
H -0.97463 -0.72746 3.62638
H -0.29002 -0.12029 5.12959
H 2.41203 -1.91157 4.75047
H 4.19270 -1.16148 2.86149
H 5.05338 -0.36437 1.30140
H 6.04351 0.61944 -0.71402
H 4.62230 2.07212 -2.18350
H 2.26458 2.44730 -1.50899
F 1.56951 2.96156 -4.50160
C 0.84661 3.79015 -3.73337
F 0.47354 4.82897 -4.47988
F 1.64802 4.24308 -2.75731
S -0.62673 2.88472 -3.01689
O 0.00707 1.72298 -2.42990
O -1.46665 2.71908 -4.15263
N -1.19074 3.93939 -2.00247
S -0.82192 3.94412 -0.46471
O 0.44238 3.30930 -0.14811
O -1.90042 3.87453 0.46171
C -0.40892 5.76204 -0.31769
F -1.47745 6.50614 -0.62191
F -0.05577 6.03176 0.94629
F 0.59952 6.14058 -1.11329
C -0.44334 -4.91864 1.76862
C -0.29912 -3.44911 1.37726
C -0.29035 -3.14243 -0.14092
C 0.71625 -4.04827 -0.88834
C 0.92814 -3.65560 -2.35067
C -1.65901 -3.37173 -0.74224
O -2.32223 -4.37879 -0.56122
N -2.06178 -2.39624 -1.59410
C -1.51271 -1.10025 -1.73416
O -1.94563 -0.42193 -2.63702
N -0.52855 -0.72060 -0.85974
C 0.21075 -1.68803 -0.26930
O 1.31452 -1.45972 0.21891
H -0.49065 -5.00398 2.85694
H 0.41056 -5.50485 1.42638
H -1.35178 -5.34165 1.34621
H 0.63627 -3.05393 1.77630
H -1.11650 -2.87287 1.82494
H 0.35895 -5.07806 -0.83623
H 1.66547 -3.97957 -0.35290
H -0.00814 -3.69293 -2.90867
H 1.63313 -4.33928 -2.82558
H 1.32836 -2.64329 -2.42822
H -2.91516 -2.54424 -2.11142
C -5.23860 1.09026 0.22272
C -4.40749 0.57172 1.19886
C -3.02511 0.59491 1.02716
C -2.39141 1.15557 -0.09183
C -3.28138 1.63446 -1.07368
C -4.66091 1.60508 -0.92834
H -6.31593 1.07828 0.34633
H -4.83246 0.14090 2.10107
H -2.42144 0.15257 1.81204
H -2.91302 2.01923 -2.00631
H -5.29166 1.97789 -1.73007